No. 1
The following is a DFT calculation (ωB97M-V with the def2-TZVPD basis set) of 8 unconnected molecules or ions with the total composition C5H24N3O7 in a non-equilibrium geometry.

The geometry in XYZ format:
```
39
Properties=species:S:1:pos:R:3
C -0.97318 -0.40883 -0.26163
C -0.56956 0.46966 0.95302
C 0.85171 0.65470 1.16813
C 1.42720 1.82808 1.60174
N 2.80291 1.61420 1.89278
C 2.95733 0.29348 1.77794
N 1.77294 -0.27459 1.24388
N -0.74829 0.38585 -1.49034
H -1.99721 -0.84143 -0.15311
H -0.28274 -1.29886 -0.20085
H -1.00945 1.46031 0.92072
H -1.11002 0.15131 1.87184
H 1.06477 2.83438 1.69311
H 4.01012 -0.10389 1.84309
H 1.49699 -1.29392 1.23867
H -1.51121 0.21633 -2.23173
H -0.71093 1.28907 -1.17913
H 0.08465 0.14638 -1.94684
H 2.48047 -1.04919 -3.05943
H 2.73232 0.27551 -2.73716
O 2.05822 -0.25232 -3.12522
H 0.79513 -3.47908 1.88620
H 1.85324 -3.97210 0.90118
O 0.89491 -3.74249 0.99428
H 1.52750 -1.90410 4.05191
H 0.19327 -2.13360 3.35665
O 1.18581 -2.16478 3.24166
H -1.89339 1.26848 4.24535
H -0.40582 1.84910 4.12102
O -1.25328 1.68938 3.76617
H 0.63812 1.06914 -4.72759
H -0.53698 2.20256 -4.73895
O -0.19828 1.33437 -4.53281
H -3.64736 1.65495 -0.18972
H -4.09253 0.41698 0.43435
O -3.42735 0.71986 -0.19695
H -2.40759 -1.02890 -3.95525
H -1.98475 0.27272 -4.62665
O -2.06767 -0.14871 -3.85029
```

Values from the calculation:
* total charge: +1
* HOMO energy: -11.17 eV
* orbital gap: 8.69 eV
* calculated total energy: -895.582035 hartree

No. 2
The following is a DFT calculation (ωB97M-V with the def2-TZVPD basis set) of 7 unconnected molecules or ions with the total composition C5H24NO8 in a non-equilibrium geometry.

The geometry in XYZ format:
```
38
Properties=species:S:1:pos:R:3
C 1.50482 1.37046 1.94759
N 1.68880 0.06659 1.20459
C 0.46347 -0.61167 0.98500
C 0.79031 -2.11738 0.78178
O -0.44804 -2.92348 0.85028
C -0.46179 -0.31093 -0.27474
O -1.70892 -0.06019 0.09270
C 2.68430 2.24588 2.07685
H 1.07543 0.90530 2.88571
H 0.83866 1.89795 1.38428
H 2.07651 0.10795 0.21036
H -0.18264 -0.64582 1.91290
H 1.38191 -2.38812 -0.06625
H 1.34361 -2.60534 1.62113
H -1.07317 -2.59839 0.14765
H -0.19060 0.77698 -0.58632
H -0.33719 -1.15629 -1.06232
H 3.05772 2.42487 1.14860
H 3.53332 1.66116 2.53638
H 2.48590 3.25836 2.49316
H -2.66414 -0.25661 -1.47405
H -4.14320 0.06014 -1.46578
O -3.38209 0.02519 -2.04911
H -0.01780 0.08229 -4.23919
H 1.33137 0.80818 -4.24599
O 0.93835 -0.03798 -4.52395
H -3.05039 0.69353 3.05625
H -2.31372 1.96167 2.44240
O -2.48203 1.55029 3.26687
H -2.36625 -0.92525 2.93377
H -2.11162 -0.60401 1.39012
O -2.93839 -0.66216 2.18916
H -1.04012 1.41866 -2.24490
H -2.06937 1.11255 -3.41695
O -1.20783 1.13026 -3.16019
H 2.67446 -2.66892 -2.79329
H 3.02147 -1.16413 -3.28385
O 3.29891 -1.82159 -2.67063
```

Values from the calculation:
* total charge: -1
* HOMO energy: -4.63 eV
* orbital gap: 7.60 eV
* calculated total energy: -861.518140 hartree

No. 3
The following is a DFT calculation (ωB97M-V with the def2-TZVPD basis set) of 7 unconnected molecules or ions with the total composition C5H24O7 in a non-equilibrium geometry.

The geometry in XYZ format:
```
36
Properties=species:S:1:pos:R:3
C -2.37494 0.29579 -2.22958
C -1.78213 -1.11404 -2.07516
O -0.38926 -0.92508 -1.99793
H -2.22328 0.90192 -1.33643
H -3.41542 0.14036 -2.51479
H -1.85593 0.96829 -2.91256
H -2.03128 -1.74673 -2.92706
H -2.14359 -1.62861 -1.18484
H -0.06377 -0.73092 -2.87995
C 0.08808 -1.84534 1.66411
C -0.93653 -1.07957 2.39551
O -1.20642 -1.56412 3.74334
H 1.09955 -1.70216 2.04427
H 0.12803 -1.73763 0.58018
H -0.23650 -2.88541 1.69555
H -1.85205 -1.04995 1.80472
H -0.70629 -0.02873 2.57105
H -1.56440 -0.79654 4.19531
C 2.91885 -1.26992 -1.90522
O 4.29529 -1.24081 -1.53533
H 2.22875 -1.40340 -1.07212
H 2.66240 -0.31482 -2.36361
H 2.68416 -1.98731 -2.69159
H 4.57245 -2.08097 -1.16261
O -1.67636 2.43121 0.63249
H -2.62564 2.34417 0.54568
H -1.44632 3.14944 0.04303
O 3.42319 1.81692 -0.12016
H 3.84728 1.22255 0.49879
H 2.49081 1.61246 -0.04879
O 0.69271 1.13490 -0.27259
H 0.43620 0.29551 -0.65451
H -0.11302 1.47963 0.11237
O -0.78592 2.85377 3.34238
H -1.06769 3.73675 3.58150
H -1.07096 2.74846 2.43469
```

Values from the calculation:
* total charge: 0
* SMILES: CCO.CCO.CO.O.O.O.O
* HOMO energy: -10.07 eV
* orbital gap: 9.99 eV
* calculated total energy: -731.513667 hartree

No. 4
The following is a DFT calculation (ωB97M-V with the def2-TZVPD basis set) of 8 unconnected molecules or ions with the total composition C5H24O9 in a non-equilibrium geometry.

The geometry in XYZ format:
```
38
Properties=species:S:1:pos:R:3
C 3.28664 0.87366 0.17804
C 2.18744 1.16823 -0.83787
C 2.69738 2.02971 -2.03649
C 0.98493 1.87635 -0.10435
C -0.00943 0.85591 0.30851
O 0.09050 -0.20985 0.81778
O -1.28066 1.48166 0.36503
H 4.35158 0.94414 -0.11764
H 3.20341 1.47533 1.16524
H 2.90656 -0.12980 0.58014
H 1.82448 0.19865 -1.22496
H 1.98019 1.98121 -2.81409
H 2.63863 3.13472 -1.72486
H 3.61437 1.66476 -2.37005
H 0.46051 2.63955 -0.68763
H 1.45007 2.48558 0.82391
H -2.09498 0.87783 0.54711
O -1.59834 -1.59600 -0.29850
H -2.03467 -1.70037 -1.12330
H -1.47536 -2.58823 -0.18643
O 0.30786 -3.50896 -2.15594
H 1.26340 -3.29186 -2.27626
H 0.04296 -3.01069 -1.38855
O -1.76240 4.31987 1.36493
H -0.88218 4.05179 1.66799
H -2.15937 3.48776 1.20593
O -2.55549 -1.94149 -2.66085
H -2.08039 -2.47073 -3.33498
H -3.42408 -2.02084 -2.88565
O -3.10272 -0.37507 1.29031
H -2.75196 -1.16625 0.84785
H -4.08061 -0.28053 1.41100
O -0.52768 -0.89240 3.40825
H -0.90963 -0.30845 2.97138
H 0.33518 -0.81223 3.30640
O -0.32777 -3.45739 1.84645
H 0.13937 -2.65181 1.45157
H -0.70773 -3.13374 2.67054
```

Values from the calculation:
* total charge: 0
* SMILES: CC(C)CC(=O)O.O.O.O.O.O.O.O
* HOMO energy: -10.35 eV
* orbital gap: 10.46 eV
* calculated total energy: -881.990357 hartree

No. 5
The following is a DFT calculation (ωB97M-V with the def2-TZVPD basis set) of 7 unconnected molecules or ions with the total composition C5H25N2O7 in a non-equilibrium geometry.

The geometry in XYZ format:
```
39
Properties=species:S:1:pos:R:3
N -0.82704 -0.88639 -0.17872
C -0.78530 0.59807 -0.63176
C -0.07958 0.88918 -1.94342
N -0.52148 1.88285 -2.73635
C -1.02041 3.13632 -2.16434
C -0.67537 3.64844 -0.65070
C 0.76135 3.69321 -0.23909
O 0.80256 0.12493 -2.35872
H -1.05187 -1.17980 0.83030
H -1.66149 -1.20806 -0.72301
H 0.13010 -1.31662 -0.36993
H -1.82508 1.12101 -0.76245
H -0.15517 1.29529 0.13999
H -0.13858 1.97880 -3.68955
H -2.15444 2.96315 -2.22508
H -0.58323 3.90568 -2.80486
H -1.14661 2.93190 -0.05672
H -1.00859 4.67789 -0.51378
H 1.35969 2.75175 -0.15027
H 0.87244 4.23076 0.78604
H 1.34842 4.27134 -1.07656
H 2.91162 -3.77615 0.95900
H 2.59016 -2.25879 0.66094
O 2.33316 -3.05933 1.05517
H -1.58524 -1.48389 2.67616
H -0.51131 -2.56993 2.07760
O -0.72304 -1.47395 2.31722
H 2.65809 0.19257 0.45356
H 1.98789 -0.10151 -0.91631
O 1.96174 -0.24966 0.00928
H 0.74636 -2.15571 4.21348
H 1.65512 -1.13892 3.40024
O 1.48491 -1.62084 4.18359
H -3.16002 -2.22453 -1.72954
H -2.11773 -3.38190 -1.31540
O -2.70602 -2.61038 -0.96622
H 0.41105 -4.35743 2.08356
H 0.52806 -3.42704 0.86447
O -0.10511 -3.81233 1.49217
```

Values from the calculation:
* total charge: +2
* multiplicity: 2
* HOMO energy (alpha / beta): -15.60 / -15.60 eV
* orbital gap (alpha / beta): 7.94 / 3.02 eV
* calculated total energy: -840.931200 hartree

No. 6
The following is a DFT calculation (ωB97M-V with the def2-TZVPD basis set) of 8 unconnected molecules or ions with the total composition C5H25NO9 in a non-equilibrium geometry.

The geometry in XYZ format:
```
40
Properties=species:S:1:pos:R:3
C -1.98404 1.04779 -2.06482
C -1.87609 -0.33011 -1.43907
C -3.15560 -1.16564 -1.55860
C -1.61961 -0.21791 0.07534
N -0.21193 0.15344 0.40986
C 0.73596 0.48039 -0.53213
O 1.09478 -0.15568 -1.48155
O 1.29098 1.68900 -0.16987
H -2.93210 1.10256 -2.61302
H -1.30710 1.22720 -2.90511
H -1.90306 1.88045 -1.36891
H -1.09731 -0.99199 -1.80947
H -3.06580 -2.14586 -1.09918
H -3.45926 -1.20361 -2.60816
H -4.04129 -0.69177 -1.12389
H -2.23213 0.62317 0.41255
H -1.84444 -1.10883 0.65049
H -0.14285 0.68921 1.26515
H 1.96468 2.00312 -0.78511
O -0.31342 -2.96881 -0.07095
H 0.03990 -3.46783 -0.81559
H 0.50276 -2.77504 0.42615
O -0.07147 3.89112 1.06352
H 0.62033 4.29967 1.59352
H 0.26046 3.00504 0.85870
O -1.14159 1.90111 2.79794
H -1.06289 2.82337 2.51180
H -2.05144 1.74213 3.05846
O 2.94948 0.68483 -3.30568
H 3.04081 -0.09369 -3.86343
H 1.99392 0.78014 -3.22755
O 1.94069 -2.43506 1.31375
H 2.45463 -2.18043 2.09165
H 1.80247 -1.52426 1.00538
O 0.91440 -1.84207 4.38380
H 1.55206 -1.17197 4.11550
H 0.51055 -2.11080 3.54876
O 3.55346 -0.49771 0.53756
H 4.33480 -0.22406 1.03410
H 3.95629 -0.72061 -0.31189
```

Values from the calculation:
* total charge: 0
* SMILES: CC(C)CNC(=O)O.O.O.O.O.O.O.O
* HOMO energy: -9.73 eV
* orbital gap: 9.82 eV
* calculated total energy: -937.432146 hartree

Which formula does entry 2 have? C5H24NO8